# 1
69
Properties=species:S:1:pos:R:3:forces:R:3:lowdin_charge:R:1 method="wB97M-V/def2-TZVPD" gap_ev="7.22 / 7.19" charge=+1 total_energy_ev=-114963.819 e_lumo_ev="-3.5936 / -3.6573" de_lowest_kj_mol=193.3 max_force_ha_per_bohr=0.06013
C -4.140045 -0.428592 0.909397 0.05 0.00 -0.03 -0.104
H -3.569257 -3.797841 3.755032 0.03 0.01 0.00 0.124
Br 2.180563 2.772478 1.087094 0.72 1.25 0.27 0.839
C -0.908557 -4.460831 1.034061 -0.01 0.01 -0.05 -0.016
H 2.249360 5.550399 -2.682990 0.01 0.01 0.01 0.092
C -2.120367 -2.920588 2.433885 0.02 0.02 0.02 -0.037
C 3.599754 0.266321 4.042136 0.09 0.00 0.07 -0.296
C -4.338387 -1.116778 -0.441165 0.08 0.05 -0.06 -0.090
H -3.069019 2.024930 1.780457 -0.01 0.02 -0.02 0.099
C -1.171879 -3.147933 1.430443 0.06 0.09 -0.09 -0.244
H -4.230523 -2.199896 -0.362933 0.09 -0.04 -0.01 0.122
N -3.922646 -7.225452 3.627272 0.11 0.13 -0.10 0.167
C 2.111210 2.388903 -2.415098 -0.37 0.04 -0.23 -0.408
C -3.320043 -6.371591 3.147262 0.08 0.11 -0.04 -0.173
N -3.265005 -0.557535 -1.267886 -0.11 -0.09 -0.14 -0.059
C 3.714652 3.646349 -3.543003 -0.19 0.02 0.06 -0.108
H -1.401138 1.495049 1.517193 0.30 0.10 -0.04 0.046
N 0.981183 1.918124 -1.974864 0.68 0.46 0.11 -0.025
C 0.084623 -1.092936 0.328447 -0.31 1.60 0.06 -0.102
H -3.156355 -0.775072 -3.378648 -0.02 0.03 -0.04 0.091
H 4.176966 4.471171 -2.995243 -0.01 0.01 0.05 0.121
Pd 0.585968 0.763321 -0.067505 -1.52 -2.65 0.45 0.737
C 3.520378 1.379047 3.206684 0.10 0.01 0.18 -0.012
C 1.708126 -0.655847 2.912025 0.00 -0.14 0.12 -0.093
C -2.397600 1.161426 1.752279 -0.34 -0.15 0.02 -0.029
H 2.694629 -1.631888 4.543773 -0.01 0.04 -0.07 0.126
H 0.997667 5.050314 -3.828410 -0.02 0.01 -0.01 0.095
H -0.153318 -4.642480 0.280511 -0.05 -0.02 0.00 0.121
N -1.431761 0.946939 -0.951065 1.07 -0.22 -0.04 0.006
H 0.980207 -1.440376 2.744976 0.08 0.05 -0.03 0.100
C 1.552739 4.750876 -2.940334 0.10 -0.16 -0.09 -0.026
H -1.774892 -1.426501 -2.472894 0.02 -0.02 0.05 0.085
H -4.154867 -1.135822 1.737974 -0.05 0.01 0.01 0.105
H -1.398381 -6.533255 1.285776 -0.01 0.04 0.00 0.125
H 3.813369 3.846833 -4.607773 0.04 0.02 -0.03 0.126
C -2.824453 -3.974262 2.989989 0.00 0.06 0.00 -0.018
N 1.620685 0.407948 2.106265 -0.01 -0.56 -0.43 -0.040
C -0.498570 -2.027653 0.825402 0.01 -0.65 0.03 -0.127
H 4.430270 0.081871 -1.754546 -0.02 0.01 -0.01 0.097
H -4.904111 0.331473 1.093153 0.01 0.06 -0.01 0.128
C -2.429154 0.205435 -0.524681 -0.18 0.09 0.18 -0.383
C 2.668233 -0.762250 3.896960 -0.07 -0.01 0.07 0.027
H 4.226283 2.193006 3.294316 -0.08 -0.02 -0.01 0.130
H -2.387570 0.700330 2.740770 0.00 -0.02 -0.01 0.091
H 2.845745 0.116225 -1.005819 -0.18 -0.05 0.32 0.036
C -0.294502 2.393544 -2.485399 0.18 -0.05 -0.02 -0.240
H -0.703143 3.211459 -1.887699 -0.03 0.09 -0.03 0.108
C -2.574459 -5.277276 2.563049 -0.17 -0.13 0.18 -0.225
N -2.829109 0.189244 0.772933 0.02 0.13 0.02 -0.095
H 4.531761 -0.523728 5.517290 0.00 -0.04 -0.02 0.127
H 5.271803 2.402643 -2.647445 0.03 -0.03 -0.01 0.125
H -2.198037 1.485237 -2.846308 -0.08 -0.05 0.05 0.127
N 3.307383 1.754453 -2.228827 0.09 -0.05 0.05 -0.104
C 2.498908 1.364968 2.295563 0.04 0.50 -0.32 -0.726
H 2.977014 -0.281129 -2.714848 0.00 -0.01 -0.05 0.101
H -2.285071 -1.905219 2.777411 -0.03 -0.09 -0.04 0.103
H -0.218872 2.716884 -3.526122 0.01 0.03 -0.05 0.123
C -1.604113 -5.516829 1.596099 0.09 -0.10 -0.09 -0.016
H 4.433998 1.642531 -4.009780 -0.04 -0.03 0.00 0.128
C 3.384257 0.341090 -1.912661 0.17 0.13 -0.29 -0.043
H -3.316361 -2.265941 -2.446996 -0.04 -0.02 0.01 0.093
H -0.806406 0.382483 -2.914838 -0.01 0.01 -0.04 0.104
H 0.860649 4.630961 -2.113939 -0.02 -0.02 0.03 0.076
H -5.310734 -0.901775 -0.878852 -0.06 -0.02 0.00 0.127
O 4.586359 0.254046 4.949904 -0.08 0.03 -0.04 0.109
N 2.304504 3.518598 -3.163472 0.12 0.13 -0.04 -0.077
C -1.246563 1.223255 -2.374888 -0.34 -0.02 0.04 -0.236
C 4.308366 2.299154 -3.143621 -0.05 -0.01 0.07 -0.111
C -2.852348 -1.282042 -2.465227 0.03 0.04 0.10 -0.023



# 2
66
Properties=species:S:1:pos:R:3:forces:R:3:lowdin_charge:R:1 method="wB97M-V/def2-TZVPD" gap_ev=5.36 charge=-1 total_energy_ev=-63393.562 e_lumo_ev=1.9053 de_lowest_kj_mol=0.0 max_force_ha_per_bohr=0.04576
C 1.229615 -4.423545 3.279308 -0.41 -0.16 0.14 -0.061
H -2.466663 8.115704 -6.554947 0.24 -0.01 -0.07 0.108
C -0.058999 1.844256 1.675543 -0.13 -0.40 0.23 -0.183
C 2.716453 0.225403 -0.491940 -0.37 -0.42 -0.50 -0.203
H -0.749032 7.668103 -6.958415 -0.23 0.10 0.04 0.109
C -1.512188 -4.691084 3.159153 0.75 -0.42 0.81 -0.235
H 0.732411 2.715757 -1.370197 -0.30 -0.23 -0.08 0.110
H 0.747157 -1.467804 -2.621081 0.26 -0.06 0.01 0.053
C -2.112064 8.623389 -4.003142 -0.04 0.02 0.24 -0.029
C -1.379794 1.380121 1.389868 0.23 0.28 0.46 -0.317
H -1.227124 5.353648 -6.368422 -0.31 0.08 0.26 0.116
H -0.849934 3.387900 -0.932696 -0.02 -0.19 -0.10 0.113
C -0.840736 -5.323595 4.195955 0.28 0.11 -0.31 -0.046
H -1.665188 2.530520 -4.744987 0.04 -0.12 0.12 0.110
H 0.938784 7.439810 -5.123086 -0.11 0.05 0.13 0.090
C 0.266596 8.097629 -4.563117 0.12 -0.01 0.19 -0.027
H 1.121832 -5.720422 5.015150 -0.13 0.21 -0.17 0.099
C 2.571068 -1.029019 0.162537 -0.18 -0.14 -0.78 -0.210
H -0.149152 -1.012701 3.432270 -0.06 0.25 -0.26 0.082
H 3.289077 1.078433 -0.129216 -0.18 -0.19 -0.05 0.063
H -2.921940 5.814046 -5.896746 0.40 -0.10 0.04 0.117
H 0.416894 3.148345 -3.667790 -0.13 0.02 0.05 0.116
H 1.537439 -2.918812 -0.485665 -0.02 0.35 -0.07 0.044
H 0.419789 9.127194 -4.907089 -0.01 -0.14 0.03 0.089
H -1.906820 8.562040 -2.929487 -0.11 -0.02 -0.09 0.089
O -1.420771 6.302119 -4.466256 -0.26 0.38 -1.16 -0.101
H -0.646620 4.444625 -3.103546 0.03 -0.18 0.12 0.094
C -1.580452 7.550236 -6.259786 0.08 -0.53 0.68 -0.080
H -1.949936 9.660158 -4.320212 -0.03 -0.14 0.02 0.089
Cd -1.202351 -0.383507 -0.123103 1.55 -0.15 -0.02 1.312
H -1.401167 -5.910133 4.925495 0.25 0.19 -0.12 0.118
H -2.523253 -0.358890 2.311740 0.31 0.12 -0.09 0.081
H -2.600982 3.099595 -3.357788 0.06 -0.01 -0.11 0.113
C -1.180209 7.706154 -4.765663 0.05 0.70 -0.42 -0.590
C 0.557485 -5.203466 4.238189 -0.15 0.20 -0.33 -0.073
H -2.606906 0.841720 -2.722435 0.13 0.06 -0.04 0.111
N -3.108808 -3.781792 1.534265 -0.04 0.44 -0.73 -0.105
C -0.860416 -3.968396 2.155902 0.47 -0.51 1.14 -0.213
C 1.779105 -1.872497 -0.668576 0.15 0.63 0.48 -0.264
H 1.031905 -3.177189 1.495825 -0.10 -0.23 0.25 0.085
O -3.837829 -3.812087 3.997349 -0.08 -0.25 -0.56 -0.303
C -0.316119 2.790187 -1.683643 -0.08 -0.20 0.60 -0.181
H 1.942951 0.947210 -2.470356 -0.07 -0.04 0.12 0.059
H 2.311724 -4.296786 3.344238 -0.33 -0.05 -0.04 0.106
H 2.987171 -1.302433 1.130327 -0.03 0.06 -0.19 0.062
H -3.160419 8.366763 -4.187130 0.15 -0.02 0.08 0.089
S -3.271824 -4.630601 2.952121 1.47 0.32 -0.13 0.634
O -0.899961 1.445115 -1.699661 -0.50 0.67 -1.09 -0.292
H 1.573231 1.002030 2.934587 -0.27 -0.15 -0.31 0.088
C 0.527912 -3.804429 2.237109 -0.30 0.15 -0.30 -0.006
O -3.800248 -5.956414 2.746517 -0.04 0.58 -0.17 -0.305
C 0.572712 0.899252 2.513508 -0.61 0.32 0.01 -0.158
C -1.569210 0.145192 2.141609 0.45 -0.12 0.46 -0.303
H 0.519950 8.054805 -3.498811 0.07 -0.05 -0.12 0.089
C -1.868757 -3.488574 1.188222 -2.22 -0.32 0.70 -0.795
C -1.857566 6.094793 -5.853216 -0.03 -0.31 0.15 -0.148
S -1.555526 -2.786210 -0.348878 0.10 -0.35 -0.64 0.502
H -1.067316 0.495126 -3.548888 -0.01 0.13 0.17 0.118
C 1.383108 -1.118465 -1.809506 -0.12 0.37 0.33 -0.261
C -0.484319 3.364463 -3.080385 0.35 -0.36 -0.37 -0.159
C -1.614023 1.243524 -2.958118 0.48 -0.31 0.27 -0.192
H -2.165712 1.950643 0.892085 0.14 -0.07 0.32 0.072
H 0.347072 2.808937 1.369333 -0.02 -0.45 -0.10 0.081
C -0.332827 -0.151225 2.790145 -0.48 0.51 -0.15 -0.177
C 1.985936 0.169095 -1.712609 0.28 -0.29 0.69 -0.228
C -1.675644 2.592509 -3.654773 -0.39 0.39 0.34 -0.167



# 3
66
Properties=species:S:1:pos:R:3:forces:R:3:lowdin_charge:R:1 method="wB97M-V/def2-TZVPD" gap_ev=2.91 charge=+1 total_energy_ev=-43075.688 e_lumo_ev=-4.3584 max_force_ha_per_bohr=0.06158
C -28.615900 -20.464350 -16.269400 -0.25 0.48 1.15 -0.131
H -35.125410 -25.152250 -22.722360 -0.35 0.16 -0.12 0.098
H -36.175450 -22.533730 -19.416070 -0.29 0.09 -0.19 0.116
C -33.313190 -23.988090 -20.129830 2.12 -2.14 -0.97 -0.029
H -25.820340 -16.831100 -10.362720 0.07 -0.05 -0.35 0.101
H -27.364410 -22.564000 -24.164930 0.05 0.18 -0.37 0.084
H -29.799430 -20.728880 -22.172660 0.04 -0.27 -0.19 0.078
C -24.161600 -22.998600 -19.462530 0.03 -0.25 0.45 -0.019
H -25.042660 -23.491060 -19.874020 0.35 -0.37 -0.09 0.081
H -34.508190 -16.970400 -20.237320 0.41 -0.14 0.19 0.107
C -28.485960 -20.058570 -14.741620 -1.20 -2.54 -0.22 -0.516
C -26.135460 -14.815270 -11.065450 0.41 1.38 -0.10 -0.015
C -23.578410 -23.735680 -18.251720 -0.62 -0.93 -0.18 -0.489
F -34.037910 -22.850270 -18.159490 0.27 -0.07 -0.96 0.034
C -35.935620 -15.799050 -19.226020 0.17 1.03 0.55 -0.017
Rb -33.380150 -23.181800 -11.792390 0.13 0.24 -0.28 0.945
H -27.887180 -21.214870 -16.575640 0.45 0.29 0.07 0.041
C -28.402600 -22.240110 -24.238180 0.12 -0.78 0.14 -0.029
H -36.782950 -23.606800 -21.675980 -0.10 0.20 0.22 0.102
C -25.467190 -15.810920 -10.393230 0.82 1.02 0.55 -0.093
H -28.963140 -22.909110 -23.585240 -0.17 0.47 0.43 0.072
H -32.366440 -24.241200 -19.675970 0.18 0.35 0.26 0.112
C -35.002500 -16.841730 -16.803500 1.49 0.06 -1.03 -0.081
H -36.327330 -15.484560 -15.805580 -0.27 0.09 -0.16 0.119
C -28.528270 -20.758020 -24.005400 -1.07 0.53 0.27 -0.497
C -34.882920 -24.560280 -21.852230 0.86 0.26 0.13 -0.093
C -33.584230 -24.692400 -21.337910 -1.68 1.06 1.68 -0.056
H -24.472800 -21.973400 -19.262020 0.33 0.01 0.22 0.073
H -27.418570 -19.857460 -14.650250 0.60 -0.04 0.49 0.059
H -22.866110 -23.433080 -16.241240 -0.54 -0.07 0.05 0.080
H -24.510690 -12.023780 -9.774630 0.02 0.00 -0.15 0.111
C -35.465830 -23.100970 -20.000100 -1.64 0.28 -0.95 -0.023
C -34.392690 -17.130580 -18.044910 0.15 -1.09 -0.08 -0.092
H -32.903220 -25.459690 -21.675400 0.18 0.31 -0.26 0.101
C -34.874290 -16.670680 -19.266480 -0.42 0.08 1.00 -0.091
H -29.796190 -19.205830 -23.069630 0.89 0.12 0.14 0.077
O -23.475930 -24.954970 -18.206470 -0.25 1.34 -0.20 0.046
H -29.564400 -20.939220 -16.520330 -0.37 0.34 0.27 0.041
C -23.988700 -14.128320 -9.368630 -0.96 0.72 -0.54 -0.084
H -28.519460 -19.507170 -16.781850 0.19 -0.22 -0.72 0.046
C -23.038230 -22.874230 -17.161110 0.86 0.04 0.54 -0.035
C -29.708460 -20.288070 -23.165390 -0.47 0.63 -0.10 -0.031
C -34.233770 -23.268190 -19.454400 -0.43 -0.05 0.63 -0.299
H -28.814230 -22.473060 -25.220220 0.33 0.18 -0.28 0.089
O -27.836630 -19.954450 -24.576520 0.42 -0.20 -0.01 0.075
H -23.879130 -16.229020 -9.057400 0.26 0.01 0.09 0.092
C -24.363330 -15.435110 -9.606640 -0.39 -0.83 0.36 -0.118
H -23.328180 -22.992970 -20.165010 -0.23 0.08 -0.40 0.090
H -33.543980 -17.791750 -18.139530 0.05 -0.27 0.56 0.095
H -23.247770 -13.943470 -8.604920 0.19 0.21 -0.17 0.100
H -36.249990 -15.346170 -20.154720 -0.58 0.11 0.19 0.117
C -25.701120 -13.459170 -10.900390 -0.17 -0.70 1.21 -0.252
H -26.986790 -15.060670 -11.683050 -0.10 0.31 -0.08 0.111
H -22.009140 -22.648190 -17.440390 0.14 0.36 -0.35 0.092
H -30.624730 -20.442600 -23.735190 -0.14 -0.86 -0.03 0.083
H -23.553320 -21.927260 -16.999780 -0.09 -0.20 -0.03 0.082
O -29.018520 -21.049210 -13.875220 0.78 0.78 -0.39 -0.475
F -26.453620 -12.484520 -11.450690 0.14 -0.17 -0.28 0.046
H -28.965240 -19.091280 -14.590860 -0.36 0.39 -0.09 0.061
C -36.355790 -15.351950 -17.969760 -0.54 -0.31 -0.43 -0.292
C -24.693720 -13.064200 -9.999150 -0.29 -1.91 -0.54 0.004
C -35.802640 -23.700130 -21.232480 0.87 -0.43 0.54 -0.059
C -35.943600 -15.844920 -16.748600 0.09 -0.42 -0.44 -0.025
Rb -26.885850 -24.131990 -10.305570 0.05 0.27 -0.32 0.917
F -37.326380 -14.446030 -17.906130 -0.71 0.94 -0.31 0.064
H -34.639690 -17.293010 -15.891850 0.15 -0.07 -0.03 0.099